(1)
Below is a molecular structure, C71H73GeN3O2SbTi in a non-equilibrium geometry, with properties calculated with wB97M-V/def2-TZVPD.

Last column: natural (NBO) charge in e.
Cartesian coordinates (Å):
Ti 0.34101 -0.57732 -0.51539  1.47
C 2.50658 0.88906 4.52537  -0.61
C 2.98289 0.19451 3.24214  -0.28
C 4.29169 -0.55446 3.54400  -0.61
C 3.23466 1.15923 2.09997  0.07
C 3.86964 2.36662 2.36957  -0.20
C 4.30364 3.19895 1.35537  -0.24
C 4.12396 2.81146 0.03920  -0.27
C 3.45648 1.63572 -0.27621  0.06
C 3.43415 1.15273 -1.71656  -0.27
C 4.81962 0.58224 -2.05139  -0.60
C 3.03696 2.22910 -2.72544  -0.59
C 2.96654 0.80457 0.76107  0.12
N 2.27715 -0.37860 0.40162  -0.81
C 3.03133 -1.49256 0.22962  0.62
O 4.22708 -1.61608 0.54589  -0.71
C 2.34784 -2.54340 -0.55921  0.11
C 2.90158 -3.75299 -0.89008  -0.20
C 2.28177 -4.55542 -1.86092  -0.33
C 1.13643 -4.06200 -2.51219  -0.21
C 0.60812 -2.85553 -2.13388  0.10
N 1.17824 -2.11504 -1.13638  -0.72
C -0.50140 -2.18642 -2.85008  0.61
O -1.10687 -2.77667 -3.75759  -0.71
N -0.70755 -0.89162 -2.48117  -0.82
C -1.52833 -0.20258 -3.42401  0.12
C -2.90493 0.08914 -3.25785  0.08
C -3.58760 0.75377 -4.27437  -0.26
C -2.98542 1.10695 -5.46609  -0.24
C -1.65359 0.79400 -5.64853  -0.27
C -0.92059 0.15710 -4.65730  0.09
C 0.53941 -0.15185 -4.94489  -0.27
C 1.26141 1.02754 -5.60728  -0.60
C 0.67589 -1.38790 -5.84647  -0.61
C -3.75313 -0.29043 -2.06018  -0.23
C -3.73653 -1.79576 -1.78788  -0.60
C -3.35405 0.50675 -0.82086  -0.62
H 1.98373 0.17259 5.16205  0.21
H 1.83545 1.72324 4.31445  0.21
H 3.35836 1.27519 5.09200  0.19
H 2.23641 -0.53043 2.91045  0.24
H 5.09110 0.16216 3.75657  0.18
H 4.58518 -1.15105 2.68433  0.26
H 4.16726 -1.20480 4.41416  0.18
H 4.05892 2.65252 3.39804  0.19
H 4.82173 4.12251 1.58683  0.20
H 4.53479 3.42394 -0.75618  0.20
H 2.71239 0.33703 -1.79935  0.22
H 5.57561 1.37193 -2.00810  0.18
H 4.82316 0.14852 -3.05513  0.19
H 5.08716 -0.19325 -1.33301  0.25
H 3.65504 3.12510 -2.63292  0.19
H 1.99111 2.51440 -2.59099  0.20
H 3.16031 1.84028 -3.73598  0.21
H 3.82272 -4.04464 -0.40387  0.23
H 2.69816 -5.51631 -2.13471  0.19
H 0.65464 -4.60021 -3.31765  0.23
H -4.63708 0.98727 -4.12725  0.19
H -3.54934 1.61224 -6.24226  0.19
H -1.17532 1.05203 -6.58650  0.19
H 1.02795 -0.36826 -3.99163  0.23
H 0.95221 1.14169 -6.64881  0.19
H 2.33869 0.84802 -5.60595  0.20
H 1.05814 1.96453 -5.08639  0.21
H 0.31299 -1.16303 -6.85442  0.18
H 0.09344 -2.21246 -5.44302  0.26
H 1.72397 -1.69299 -5.91331  0.19
H -4.78177 -0.00835 -2.31526  0.18
H -2.81671 -2.07897 -1.28123  0.23
H -3.80037 -2.36363 -2.71732  0.22
H -4.57573 -2.07173 -1.14599  0.19
H -2.45040 0.08334 -0.37701  0.26
H -4.13834 0.46481 -0.06175  0.21
H -3.19086 1.55600 -1.09164  0.19
C -0.68902 -1.34493 0.85366  -1.54
Ge -0.96678 -3.14949 1.32255  1.57
C -1.93026 -4.49323 0.15838  -0.41
C -3.32423 -4.51848 0.21786  -0.20
C -4.07314 -5.30650 -0.64179  -0.24
C -3.43964 -6.10694 -1.58256  -0.22
C -2.05524 -6.11070 -1.64560  -0.24
C -1.31593 -5.30903 -0.78695  -0.15
C -2.14478 -3.46909 2.93067  -0.39
C -2.93178 -2.47114 3.49744  -0.23
C -3.77956 -2.73874 4.56592  -0.22
C -3.85780 -4.02308 5.08502  -0.25
C -3.08372 -5.03519 4.52855  -0.25
C -2.23880 -4.75293 3.46567  -0.15
C 0.69210 -4.00434 2.06461  -0.37
C 1.24169 -5.22793 1.69522  -0.23
C 2.41129 -5.69598 2.28084  -0.22
C 3.04915 -4.95098 3.26081  -0.25
C 2.50478 -3.73562 3.65478  -0.16
C 1.34562 -3.27181 3.05471  -0.23
H -3.83114 -3.90384 0.95457  0.21
H -5.15656 -5.28763 -0.59094  0.19
H -4.02289 -6.71522 -2.26444  0.19
H -1.54735 -6.72794 -2.37837  0.20
H -0.23858 -5.31085 -0.86346  0.21
H -2.87819 -1.46934 3.08118  0.22
H -4.38700 -1.94631 4.99135  0.19
H -4.52198 -4.23616 5.91556  0.19
H -3.14849 -6.04325 4.92446  0.19
H -1.63881 -5.54723 3.03093  0.20
H 0.74916 -5.83616 0.94547  0.21
H 2.82728 -6.64903 1.97083  0.19
H 3.96623 -5.31341 3.71103  0.19
H 2.98829 -3.15251 4.42930  0.19
H 0.91813 -2.32084 3.36100  0.22
C 1.72144 5.06693 -0.52633  -0.63
C 1.54222 4.98936 0.96545  -0.02
C 2.17976 5.92364 1.77559  -0.22
C 2.04342 5.89632 3.15513  -0.22
C 1.24197 4.92872 3.73816  -0.22
C 0.58259 4.00684 2.93867  -0.23
C 0.72232 4.01792 1.55500  -0.35
Sb -0.30170 2.49794 0.35569  1.34
C -1.35346 4.08071 -0.71375  -0.40
C -1.80979 5.17211 0.03049  -0.15
C -2.45810 6.23615 -0.56921  -0.25
C -2.65841 6.23359 -1.94405  -0.22
C -2.19107 5.16850 -2.69616  -0.22
C -1.53799 4.09026 -2.09730  -0.03
C -0.99715 3.00812 -2.98903  -0.63
C -1.87554 2.30773 1.84857  -0.36
C -3.14131 2.82459 1.59708  -0.23
C -4.17518 2.67853 2.50905  -0.23
C -3.94772 1.98402 3.68859  -0.23
C -2.70665 1.43162 3.93480  -0.17
C -1.63980 1.57486 3.03556  -0.04
C -0.37216 0.88084 3.29405  -0.72
H 2.57093 5.69801 -0.78854  0.21
H 0.82446 5.47620 -0.99520  0.23
H 1.88854 4.06875 -0.93351  0.23
H 2.79884 6.68802 1.31731  0.20
H 2.55894 6.62504 3.76969  0.20
H 1.13094 4.89042 4.81544  0.20
H -0.06672 3.27810 3.40733  0.23
H -1.64605 5.18420 1.10184  0.21
H -2.80560 7.06965 0.03008  0.20
H -3.16542 7.06126 -2.42559  0.20
H -2.32359 5.17095 -3.77281  0.20
H -0.05777 3.34382 -3.43861  0.21
H -1.69306 2.78103 -3.79580  0.24
H -0.80728 2.08351 -2.44857  0.22
H -3.34399 3.33854 0.66738  0.22
H -5.15412 3.08891 2.29185  0.20
H -4.74839 1.86856 4.41075  0.20
H -2.54004 0.86454 4.84435  0.20
H -0.36888 -0.06776 2.63621  0.34
H -0.26315 0.57400 4.33609  0.21
H 0.51289 1.43880 2.97315  0.21

* multiplicity: 2
* charge: -2
* E_tot: -169547.4702 eV
* frontier orbital gap (alpha / beta): 4.09 / 5.13 eV
* <S²>: 0.776
* E_LUMO (alpha / beta): 3.89 / 3.89 eV

(2)
Below is C6H11N in the gas phase in a non-equilibrium geometry, with properties calculated with wB97M-V/def2-TZVPD.

Last column: natural (NBO) charge in e.
Cartesian coordinates (Å):
C 0.14414 1.04568 -3.24949  -0.40
C -0.05935 0.65035 -1.99397  -0.18
C 1.08643 0.11582 -1.16173  -0.25
N 0.87214 0.37365 0.27925  -0.62
C -0.05097 -0.39297 0.92238  0.00
C -0.49046 -0.31426 2.19203  -0.30
C -1.42059 -1.33904 2.76394  -0.63
H 1.13297 0.97669 -3.67473  0.19
H -0.71013 1.31404 -3.85712  0.20
H -1.02739 0.69377 -1.51289  0.21
H 1.31484 -0.91395 -1.44085  0.20
H 1.99581 0.69961 -1.34383  0.20
H 1.53593 1.05153 0.63482  0.40
H -0.46638 -1.22884 0.37382  0.19
H -0.05879 0.36786 2.91897  0.19
H -2.45656 -0.99610 2.72974  0.21
H -1.42889 -2.24685 2.13415  0.20
H -1.06738 -1.79155 3.69140  0.21

* multiplicity: 1
* charge: 0
* E_tot: -7888.5430 eV
* SMILES: C=CCN/C=C/C
* frontier orbital gap: 8.67 eV
* E_LUMO: 1.15 eV

(3)
Below is 4 unconnected molecules or ions with the total composition C8H23FN9O3 in a non-equilibrium geometry, with properties calculated with wB97M-V/def2-TZVPD.

Last column: natural (NBO) charge in e.
Cartesian coordinates (Å):
N -1.01703 0.54454 0.26623  -0.71
C 0.14284 0.81109 0.77848  0.69
N 0.68714 2.02387 0.93309  -0.56
C 2.17019 1.84993 0.94924  -0.25
C 2.30618 0.35895 0.62153  -0.06
C 2.36600 0.11322 -0.88080  -0.46
C 3.80345 0.14794 -1.36855  0.06
F 3.82701 -0.10047 -2.72973  -0.36
N 1.02640 -0.21190 1.16933  -0.63
H -1.56084 1.26567 -0.18205  0.41
H -1.39358 -0.43928 0.33400  0.48
H 0.31737 2.76153 0.34893  0.41
H 2.51625 2.05624 1.96432  0.21
H 2.69388 2.52951 0.28280  0.27
H 3.14456 -0.11118 1.13677  0.22
H 1.81753 0.88942 -1.42512  0.21
H 1.93744 -0.86599 -1.10432  0.23
H 4.40509 -0.61723 -0.86862  0.16
H 4.26749 1.12339 -1.19012  0.18
H 1.08595 -0.25032 2.18612  0.40
C 5.88826 3.37956 1.20745  0.78
O 4.83417 3.29337 0.58677  -0.71
N 6.64328 4.50961 1.18387  -0.83
N 6.38190 2.35411 1.96197  -0.84
H 7.51016 4.60644 1.67778  0.40
H 6.30739 5.27749 0.63293  0.41
H 5.85908 1.50059 1.99032  0.40
H 7.24488 2.41025 2.46910  0.40
C -2.86659 -2.65622 0.42453  0.79
O -2.18547 -1.74852 0.93609  -0.76
N -2.32210 -3.53405 -0.45425  -0.82
N -4.16311 -2.82554 0.72278  -0.81
H -2.84962 -4.27705 -0.87415  0.40
H -1.34595 -3.44657 -0.66541  0.41
H -4.58019 -2.18149 1.36861  0.41
H -4.75450 -3.52222 0.29929  0.43
C -7.23252 -2.45111 -1.55569  0.78
O -6.58158 -3.24299 -0.88763  -0.71
N -7.99616 -1.47552 -0.98452  -0.84
N -7.24868 -2.49359 -2.91815  -0.84
H -8.55311 -0.83109 -1.51273  0.39
H -8.02865 -1.44112 0.01673  0.41
H -6.71470 -3.21582 -3.36349  0.41
H -7.78953 -1.86747 -3.48372  0.39

* multiplicity: 1
* charge: +1
* E_tot: -30938.3169 eV
* frontier orbital gap: 10.05 eV
* E_LUMO: -2.20 eV